# 1
ORCA calculation (ωB97M-V/def2-TZVPD) on 3 unconnected molecules or ions with the total composition C25H63Cl2N7O8P4S2 in a non-equilibrium geometry.

LUMO level   -0.262 eV
SMILES string   CCCCN[C@H]1[C@]([C@@H](Cl)[C@@H](C)Cl)(P(=O)(O)O)CS(=O)(=O)O[C@]1(CC)[PH2]=S.CN(C)P(=O)(N(C)C)N(C)C.CN(C)P(=O)(N(C)C)N(C)C
Max |F|   7.01 eV/Å

CARTESIAN COORDINATES (ANGSTROEM)
C -5.35714 -3.64296 -3.30612
C -4.60908 -4.70569 -2.48013
C -3.08107 -4.51488 -2.28620
C -2.41013 -3.44158 -3.19122
N -1.00111 -3.70806 -3.42162
C 0.10272 -2.96390 -2.82330
C 1.39121 -3.10458 -3.74127
C 1.28778 -3.70763 -5.16050
Cl 0.82189 -5.46808 -5.22967
C 0.54373 -3.01060 -6.31657
C -0.85218 -2.44711 -6.12560
Cl 1.59257 -1.83281 -7.23560
P 2.55192 -4.29807 -2.84718
O 3.68598 -4.68785 -3.67511
O 1.79484 -5.62985 -2.30514
O 3.13087 -3.60170 -1.51640
C 2.26963 -1.81268 -3.87752
S 2.28087 -0.71333 -2.45630
O 3.46374 -0.80083 -1.66551
O 2.26753 0.61603 -3.00320
O 1.03523 -1.10534 -1.53671
C -0.17811 -1.55273 -2.22403
C -0.59284 -0.39339 -3.15698
C -2.08455 -0.12120 -3.45884
P -1.27000 -1.70560 -0.64831
S -0.67236 -0.62771 0.83691
H -6.42978 -3.80861 -3.18363
H -5.16827 -3.85270 -4.36750
H -5.05996 -2.61001 -3.11911
H -5.06990 -4.73217 -1.48581
H -4.78652 -5.70032 -2.90054
H -2.59340 -5.49483 -2.34779
H -2.92341 -4.17021 -1.25492
H -2.92185 -3.51639 -4.16371
H -2.71153 -2.48007 -2.78586
H -0.83612 -4.68839 -3.23943
H 0.36977 -3.51765 -1.89617
H 2.32393 -3.75196 -5.51277
H 0.41862 -3.79250 -7.06500
H -1.17006 -1.84607 -6.98143
H -1.02781 -1.86682 -5.22461
H -1.54759 -3.29368 -6.08779
H 0.84844 -5.50602 -2.14462
H 2.60133 -3.84396 -0.74050
H 1.92311 -1.20626 -4.71487
H 3.29429 -2.14233 -4.08206
H -0.06835 -0.43480 -4.11662
H -0.22268 0.52394 -2.69243
H -2.42413 -0.47814 -4.43667
H -2.23238 0.96215 -3.49663
H -2.80339 -0.49319 -2.72847
H -1.19754 -3.09226 -0.34998
H -2.62294 -1.45536 -0.94117
C 7.12035 3.59717 3.31683
N 5.79441 3.16997 3.71821
C 5.61721 3.43178 5.14315
P 4.93062 1.80132 3.11067
O 3.53374 2.26362 3.46184
N 4.75131 1.90474 1.39348
C 5.40764 2.93280 0.61067
C 3.39967 1.68772 0.88177
N 6.39480 0.84600 2.90117
C 6.39022 -0.19893 1.85590
C 6.73164 0.15053 4.16957
H 7.91872 2.94420 3.69643
H 7.31175 4.60205 3.70270
H 7.22998 3.67932 2.23992
H 6.31902 2.85134 5.76002
H 4.60671 3.18763 5.46818
H 5.77467 4.49065 5.36307
H 5.15391 3.94533 0.95261
H 5.12669 2.84969 -0.44094
H 6.49321 2.80047 0.61856
H 2.77803 2.58755 0.96531
H 2.90677 0.87741 1.41710
H 3.43713 1.39191 -0.16815
H 5.51754 -0.85189 1.92647
H 7.28863 -0.81463 1.94709
H 6.42497 0.22937 0.85972
H 5.97666 -0.59459 4.43642
H 6.81094 0.85830 4.99741
H 7.69840 -0.34655 4.08856
C -6.46341 3.89064 3.98546
N -5.95601 2.60445 3.54847
C -6.68544 1.54248 4.23547
P -4.31624 2.23027 3.15338
O -4.58199 1.02890 2.27342
N -3.74017 3.27113 1.89303
C -4.51765 4.39214 1.40336
C -3.08285 2.59843 0.77815
N -3.66915 3.33068 4.36390
C -2.33362 3.91575 4.12079
C -3.57611 2.64060 5.67656
H -6.17403 4.14271 5.01500
H -7.55592 3.88303 3.94786
H -6.16132 4.70703 3.33671
H -6.52988 1.57240 5.32359
H -6.37975 0.55875 3.88173
H -7.75857 1.62839 4.04787
H -5.51149 4.08881 1.04761
H -3.99948 4.88694 0.57930
H -4.61903 5.16493 2.16994
H -3.80623 2.18394 0.06386
H -2.44838 1.78861 1.13410
H -2.43136 3.29482 0.24272
H -1.59026 3.15890 3.86177
H -1.99244 4.43915 5.01693
H -2.36036 4.66296 3.33433
H -2.84634 1.82671 5.65559
H -4.54019 2.21903 5.96861
H -3.29153 3.34389 6.45898

Löwdin atomic charge list, values in e, 99 entries: C -0.110; C -0.239; C -0.180; C -0.234; N -0.017; C -0.277; C -0.367; C -0.623; Cl 0.701; C -0.703; C -0.116; Cl 0.625; P 0.466; O -0.236; O -0.135; O -0.099; C -0.166; S 0.616; O -0.256; O -0.263; O -0.312; C -0.494; C -0.186; C -0.084; P 0.459; S 0.240; H 0.074; H 0.070; H 0.069; H 0.101; H 0.103; H 0.108; H 0.076; H 0.106; H 0.053; H 0.072; H 0.097; H 0.084; H 0.067; H 0.082; H 0.034; H 0.083; H 0.057; H 0.098; H 0.067; H 0.125; H 0.104; H 0.116; H 0.071; H 0.086; H 0.036; H -0.002; H -0.009; C -0.139; N -0.305; C -0.149; P 0.712; O -0.305; N -0.340; C -0.137; C -0.136; N -0.275; C -0.122; C -0.137; H 0.078; H 0.082; H 0.049; H 0.066; H 0.068; H 0.079; H 0.087; H 0.082; H 0.064; H 0.084; H 0.071; H 0.062; H 0.088; H 0.080; H 0.073; H 0.083; H 0.061; H 0.080; C -0.138; N -0.305; C -0.148; P 0.716; O -0.309; N -0.345; C -0.141; C -0.155; N -0.274; C -0.121; C -0.133; H 0.078; H 0.083; H 0.049; H 0.067; H 0.068; H 0.079

# 2
ORCA calculation (ωB97M-V/def2-TZVPD) on 15 unconnected molecules or ions with the total composition C25H64Br2N15O29.

Charge   +1
LUMO level   -3.076 eV
Energy relative to the best compared isomer or geometry (same formula, charge and spin)   0.00 kJ/mol
Max |F|   0.94 eV/Å

CARTESIAN COORDINATES (ANGSTROEM)
C -0.02093 4.26300 -3.45896
O 1.37824 4.08811 -3.46134
C 1.77289 2.77645 -3.83356
C 1.18873 1.70537 -2.90237
C 2.08481 0.47365 -2.73057
C 1.36572 -0.53862 -1.82359
C 2.32647 -1.58202 -1.24387
C 1.67519 -2.94722 -0.92694
C 0.24471 -2.91287 -0.40464
N -0.03637 -1.93626 0.71381
C 0.96458 -1.84901 1.76204
Br 1.70050 -3.47977 2.39698
C 1.37395 -0.70371 2.28854
C 2.45368 -0.54286 3.32102
Br 0.57201 0.92224 1.71774
H -0.47350 3.99191 -2.49462
H -0.48886 3.65435 -4.24071
H -0.26030 5.30809 -3.63951
H 1.45525 2.60730 -4.86920
H 2.85851 2.73045 -3.76463
H 1.08809 2.16148 -1.91157
H 0.19280 1.39430 -3.22597
H 3.02427 0.76758 -2.25966
H 2.27697 -0.00614 -3.69282
H 0.55088 -1.01846 -2.36551
H 0.95915 0.05618 -1.00141
H 2.82765 -1.21936 -0.34168
H 3.13070 -1.77937 -1.95481
H 2.34388 -3.51094 -0.28360
H 1.62110 -3.49893 -1.86903
H -0.06630 -3.90858 -0.08990
H -0.42873 -2.63904 -1.21471
H -0.25456 -1.02127 0.29150
H -0.92626 -2.25674 1.14154
H 2.35191 -1.27364 4.11828
H 2.35723 0.44007 3.77746
H 3.43643 -0.58565 2.85214
C -4.60158 -2.43023 1.90803
N -3.18082 -2.49987 1.49079
O -2.91173 -2.36906 0.31641
O -2.32187 -2.69823 2.34501
H -5.20867 -2.26164 1.02733
H -4.85067 -3.37420 2.38210
H -4.69364 -1.60995 2.61424
C 3.86235 -1.17349 6.87729
N 4.85672 -0.10753 6.57431
O 5.72257 0.10147 7.39528
O 4.73343 0.48463 5.52255
H 4.10295 -1.60313 7.84220
H 2.88110 -0.70787 6.88691
H 3.93347 -1.91543 6.08722
C 7.47927 0.10737 9.85028
N 8.04153 0.01309 11.22566
O 9.19849 -0.32792 11.34320
O 7.29040 0.28316 12.13941
H 8.25254 -0.16192 9.14111
H 6.64031 -0.57703 9.79626
H 7.14860 1.13014 9.70157
C -1.70155 8.58052 -4.63036
N -2.46333 7.44724 -5.21616
O -2.05765 6.31702 -5.00778
O -3.44859 7.71378 -5.86809
H -0.85982 8.17985 -4.07886
H -1.36845 9.21071 -5.44973
H -2.37412 9.11718 -3.97247
C -2.56355 -3.38836 -4.05321
N -1.11134 -3.06404 -3.98446
O -0.35097 -3.94584 -3.63977
O -0.78703 -1.93178 -4.27349
H -2.69686 -4.42529 -3.76910
H -3.07730 -2.72011 -3.36788
H -2.88640 -3.21370 -5.07512
C 3.84331 -6.24858 -0.98661
N 4.67912 -5.29178 -1.76623
O 4.60011 -4.11127 -1.49222
O 5.38259 -5.76089 -2.63363
H 3.27204 -5.69259 -0.25376
H 3.19172 -6.75875 -1.69032
H 4.51193 -6.95444 -0.50282
C -0.12482 6.24002 -0.34224
N 0.13400 7.66667 -0.67523
O -0.49358 8.14605 -1.59364
O 0.95439 8.24762 0.00187
H -0.88026 5.86686 -1.02320
H 0.81516 5.70681 -0.45593
H -0.46829 6.20676 0.68749
C 1.19816 -7.58649 3.72799
N 2.49292 -7.70274 3.00127
O 2.54603 -7.27691 1.86169
O 3.40735 -8.21924 3.59625
H 0.47837 -7.10994 3.07271
H 0.88557 -8.59156 3.99402
H 1.38010 -6.99365 4.61949
C -4.15004 -4.77736 5.96451
N -5.10524 -4.80925 4.82309
O -5.68754 -3.77947 4.54173
O -5.23620 -5.86432 4.24470
H -4.14123 -3.77521 6.37584
H -4.49488 -5.50234 6.69550
H -3.17537 -5.05649 5.57608
C -3.45356 0.54891 -2.04893
N -2.81394 0.37950 -0.71657
O -1.67795 -0.07040 -0.68393
O -3.44901 0.70496 0.25458
H -2.75656 0.21525 -2.81007
H -4.36059 -0.04963 -2.04424
H -3.68951 1.60302 -2.16263
C -5.58355 7.69208 -1.72514
N -4.10636 7.84642 -1.81117
O -3.40579 6.97786 -1.33533
O -3.69183 8.84158 -2.36466
H -5.80083 6.76334 -1.21164
H -5.96661 8.54771 -1.17752
H -5.96565 7.68409 -2.74182
C -1.77706 13.02821 -4.43893
N -1.67986 11.88530 -5.38776
O -2.71434 11.39034 -5.78144
O -0.56337 11.52372 -5.69936
H -2.82536 13.23039 -4.25571
H -1.26397 12.73684 -3.52720
H -1.28495 13.87745 -4.90293
C 6.25952 -8.84827 -2.89117
N 5.14852 -9.83555 -2.82446
O 4.70701 -10.11467 -1.72675
O 4.74753 -10.28436 -3.87495
H 6.50006 -8.53782 -1.88176
H 7.10722 -9.33393 -3.36507
H 5.91178 -8.01062 -3.48521
C -8.68648 -1.55529 -1.30165
N -7.33550 -1.56825 -0.67728
O -7.23525 -1.99845 0.45532
O -6.41086 -1.14904 -1.34088
H -9.39593 -1.95799 -0.58911
H -8.91667 -0.52411 -1.55160
H -8.63394 -2.16574 -2.19796

Löwdin atomic charge list, values in e, 99 entries: C -0.125; O -0.184; C -0.218; C -0.192; C -0.186; C -0.218; C -0.170; C -0.201; C -0.150; N 0.025; C -0.690; Br 0.894; C -0.700; C -0.150; Br 0.885; H 0.073; H 0.094; H 0.069; H 0.126; H 0.124; H 0.115; H 0.109; H 0.123; H 0.126; H 0.090; H 0.049; H 0.111; H 0.112; H 0.042; H 0.114; H 0.126; H 0.104; H 0.057; H 0.102; H 0.048; H 0.061; H 0.103; C 0.072; N -0.384; O 0.063; O 0.051; H 0.062; H 0.089; H 0.122; C 0.048; N -0.438; O 0.073; O 0.068; H 0.096; H 0.101; H 0.095; C 0.021; N -0.456; O 0.072; O 0.061; H 0.095; H 0.085; H 0.099; C 0.036; N -0.432; O 0.040; O 0.071; H 0.082; H 0.080; H 0.066; C 0.058; N -0.442; O 0.068; O 0.062; H 0.098; H 0.090; H 0.106; C 0.052; N -0.429; O 0.066; O 0.067; H 0.066; H 0.110; H 0.102; C 0.042; N -0.439; O 0.056; O 0.072; H 0.068; H 0.102; H 0.100; C 0.044; N -0.449; O 0.036; O 0.091; H 0.088; H 0.104; H 0.099; C 0.052; N -0.448; O 0.048; O 0.076; H 0.096; H 0.104

# 3
ORCA calculation (ωB97M-V/def2-TZVPD) on 6 unconnected molecules or ions with the total composition C25H64ClN3O18PS5 in a non-equilibrium geometry.

Charge   +1
LUMO level   -2.989 eV
Max |F|   1.70 eV/Å

CARTESIAN COORDINATES (ANGSTROEM)
C 5.43993 -1.22072 4.92356
C 4.58033 -0.05898 4.49828
O 3.14281 -0.37416 4.46999
P 2.67617 -1.46005 3.43927
O 2.47434 -2.75878 4.06677
C 1.10789 -0.90413 2.72567
C 0.11745 -0.66518 3.84221
N -1.20128 -0.18215 3.40614
C -2.03585 -0.78608 2.61881
N -3.22116 -0.13316 2.34646
N -1.75230 -2.01408 2.10499
C -2.03458 -3.16452 3.02239
C -0.89406 -4.18457 3.01045
C -0.41140 -4.55940 1.63760
Cl -1.67977 -5.38123 0.68423
O 3.69960 -1.52972 2.22109
C 3.51029 -2.67322 1.36546
C 3.51424 -2.24056 -0.08459
H 5.27506 -2.11205 4.32985
H 6.47539 -0.92991 4.81198
H 5.19782 -1.47470 5.94684
H 4.85575 0.34798 3.53537
H 4.69135 0.71583 5.23798
H 1.26980 -0.02044 2.11187
H 0.82844 -1.69653 2.05403
H 0.53699 0.11028 4.46740
H -0.00370 -1.52365 4.49021
H -1.52026 0.69897 3.78825
H -3.05175 0.59727 1.65139
H -3.85156 -0.80777 1.92181
H -2.20485 -2.13646 1.20768
H -2.91817 -3.67938 2.67348
H -2.15207 -2.83283 4.04351
H -0.02634 -3.87352 3.58586
H -1.26710 -5.08786 3.48449
H -0.02131 -3.73104 1.06456
H 0.40735 -5.25454 1.74292
H 4.35088 -3.33516 1.51231
H 2.58322 -3.18897 1.55766
H 4.51483 -2.04855 -0.44447
H 2.89462 -1.36399 -0.22920
H 3.11364 -3.04636 -0.69083
O 6.79323 1.84482 6.09320
S 7.06159 2.49525 7.34318
O 6.03378 2.61109 8.32820
O 7.67469 3.93160 7.04853
C 6.94421 4.81367 6.17154
C 5.75104 5.45134 6.85580
C 8.49444 1.79163 8.08123
H 6.64696 4.27731 5.26890
H 7.65429 5.58174 5.87292
H 4.98839 4.71069 7.09354
H 5.30401 6.20415 6.20653
H 6.05180 5.92156 7.79137
H 9.28342 1.73577 7.33678
H 8.22428 0.79585 8.42541
H 8.79269 2.41109 8.92240
O -4.58169 -3.16428 -2.88083
S -4.06210 -4.45870 -3.21433
O -2.94207 -4.57404 -4.09414
O -5.24740 -5.37024 -3.74296
C -6.06182 -4.86520 -4.82552
C -5.36717 -4.96958 -6.16856
C -3.73283 -5.36204 -1.74185
H -6.36744 -3.83982 -4.61258
H -6.96045 -5.47781 -4.82373
H -4.50755 -4.30271 -6.22302
H -6.05648 -4.70158 -6.96882
H -5.00490 -5.98357 -6.33540
H -4.59959 -5.30469 -1.08810
H -2.86986 -4.89729 -1.26257
H -3.51186 -6.39299 -2.00602
O -1.71936 2.02102 -1.16461
S -0.41414 1.43795 -1.08567
O 0.51580 1.86382 -0.08279
O 0.26975 1.47473 -2.50262
C 0.36266 2.75257 -3.19138
C 1.46009 3.62815 -2.62185
C -0.57961 -0.30869 -0.96635
H -0.60264 3.25889 -3.17127
H 0.58356 2.51718 -4.22742
H 1.22794 3.95065 -1.60679
H 1.58513 4.51634 -3.23983
H 2.40381 3.08428 -2.58308
H -1.26504 -0.66533 -1.73155
H -0.97700 -0.51293 0.02631
H 0.39740 -0.77203 -1.07814
O 0.33103 3.24242 -6.41827
S 0.16858 3.45159 -7.82844
O 0.88248 2.64434 -8.76364
O 0.43030 4.98652 -8.14758
C 1.66989 5.57054 -7.69488
C 2.84681 5.17663 -8.56518
C -1.54264 3.43047 -8.23501
H 1.84304 5.31029 -6.64924
H 1.51875 6.64694 -7.74038
H 3.06855 4.11412 -8.47421
H 3.73495 5.73588 -8.27129
H 2.63126 5.37644 -9.61423
H -2.07853 4.07216 -7.54151
H -1.88321 2.40164 -8.14304
H -1.66131 3.77474 -9.25852
O -7.39423 -1.21007 0.28008
S -7.48546 0.07326 -0.34652
O -7.99238 0.20250 -1.67288
O -6.04406 0.76630 -0.27006
C -4.93206 0.01751 -0.78246
C -4.85068 0.02456 -2.29189
C -8.33226 1.19581 0.71042
H -4.96562 -1.00619 -0.39464
H -4.04118 0.49906 -0.37337
H -5.68023 -0.51893 -2.73825
H -3.92499 -0.44887 -2.61800
H -4.88264 1.04587 -2.67099
H -7.91650 1.12200 1.71113
H -9.38031 0.90571 0.71180
H -8.22194 2.20118 0.31324

Löwdin atomic charge list, values in e, 99 entries: C -0.063; C -0.226; O -0.174; P 0.432; O -0.240; C -0.179; C -0.155; N 0.156; C -0.404; N 0.205; N 0.082; C -0.147; C -0.245; C -0.567; Cl 0.675; O -0.189; C -0.257; C -0.056; H 0.065; H 0.084; H 0.089; H 0.115; H 0.097; H 0.105; H 0.064; H 0.128; H 0.123; H 0.178; H 0.118; H 0.109; H 0.133; H 0.110; H 0.127; H 0.103; H 0.120; H 0.053; H 0.080; H 0.127; H 0.086; H 0.080; H 0.066; H 0.081; O -0.287; S 0.571; O -0.268; O -0.259; C -0.249; C -0.072; C -0.116; H 0.113; H 0.123; H 0.070; H 0.082; H 0.087; H 0.077; H 0.079; H 0.079; O -0.286; S 0.564; O -0.267; O -0.258; C -0.242; C -0.070; C -0.170; H 0.115; H 0.123; H 0.071; H 0.084; H 0.087; H 0.079; H -0.030; H 0.083; O -0.277; S 0.545; O -0.283; O -0.248; C -0.228; C -0.062; C -0.110; H 0.121; H 0.095; H 0.071; H 0.083; H 0.087; H 0.078; H 0.035; H 0.071; O -0.289; S 0.576; O -0.262; O -0.259; C -0.249; C -0.070; C -0.117; H 0.109; H 0.123; H 0.072; H 0.083; H 0.087